{
  "formula": "C4H8O2",
  "method": "ωB97M-V/def2-TZVPD",
  "elements": ["C", "C", "O", "C", "C", "O", "H", "H", "H", "H", "H", "H", "H", "H"],
  "coordinates": [[-0.600, 1.439, -0.208], [-0.345, 0.024, -0.644], [1.221, 0.066, -1.305], [-0.061, -1.061, 0.298], [0.182, -0.838, 1.710], [0.383, 0.228, 2.277], [-0.580, 2.118, -1.064], [-1.596, 1.479, 0.249], [0.118, 1.744, 0.551], [-0.941, -0.271, -1.512], [1.235, -0.350, -2.185], [1.216, -0.758, -0.504], [-0.450, -2.043, 0.032], [0.216, -1.779, 2.305]],
  "nbo_charge": [-0.658, 0.137, -0.785, -0.708, 0.394, -0.617, 0.214, 0.236, 0.265, 0.200, 0.494, 0.496, 0.229, 0.105],
  "orbital_gap_ev": 8.988,
  "e_homo_ev": -8.6
}


{
  "formula": "C6H14N3",
  "method": "ωB97M-V/def2-TZVPD",
  "elements": ["C", "C", "C", "C", "C", "C", "N", "N", "N", "H", "H", "H", "H", "H", "H", "H", "H", "H", "H", "H", "H", "H", "H"],
  "coordinates": [[0.640, -0.411, -1.528], [-0.856, -0.624, -0.875], [0.601, 0.400, 0.712], [-2.183, -0.378, -1.581], [0.431, 1.998, 0.561], [1.136, 0.094, 2.086], [1.382, -0.108, -0.350], [-0.748, -0.068, 0.445], [-0.744, -1.581, 0.307], [1.240, -1.270, -2.062], [0.488, 0.427, -2.230], [-3.004, -0.538, -0.945], [-2.324, -1.134, -2.394], [-2.057, 0.599, -2.103], [0.004, 2.424, -0.361], [1.494, 2.312, 0.536], [-0.022, 2.564, 1.456], [0.985, -0.978, 2.156], [0.714, 0.672, 3.005], [2.233, 0.270, 1.978], [2.009, -0.766, 0.050], [-1.571, -1.978, 0.752], [0.153, -1.926, 0.386]],
  "nbo_charge": [-0.257, 0.205, 0.205, -0.644, -0.639, -0.637, -0.500, -0.021, -0.637, 0.269, 0.244, 0.245, 0.253, 0.257, 0.228, 0.222, 0.245, 0.205, 0.277, 0.243, 0.395, 0.449, 0.395],
  "orbital_gap_ev": [6.197, 6.204],
  "s2": 2.009,
  "e_homo_ev": [-8.9, -14.1],
  "multiplicity": 3,
  "charge": 1
}


Table of energy relative to the best compared isomer or geometry (same formula, charge and spin) (kcal per mole), in record order: 82.2; 113.7
Table of E_tot (eV), in record order: -8369.7171; -10903.9957